# 1
C13H39B2N2O8P2 | wB97M-V/def2-TZVPD

Computed properties:
HOMO-LUMO gap = 6.417 eV
Charge = -1
Energy = -1962.75721 Ha
Spin multiplicity = 1

Geometry (Å):
C 5.123 -2.082 1.814
C 4.873 -0.589 2.047
C 4.619 0.231 0.768
O 3.874 -0.431 -0.222
B 2.443 -0.039 -0.287
P 2.235 1.860 -0.836
P 1.742 2.971 0.941
O 2.274 2.415 2.196
O 2.265 4.479 0.674
O 0.173 3.315 1.025
B 1.498 -0.537 1.053
O 1.776 -1.771 1.665
O 0.332 0.114 1.501
C -0.856 -0.662 1.463
C -2.069 0.237 1.724
H 6.156 -2.360 2.041
H 4.920 -2.336 0.778
H 4.449 -2.685 2.422
H 5.741 -0.138 2.541
H 4.031 -0.455 2.727
H 4.135 1.162 1.087
H 5.590 0.518 0.333
H 1.925 -0.649 -1.237
H 0.980 1.884 -1.470
H 3.207 4.414 0.470
H -0.154 2.732 1.727
H 1.650 -2.431 0.961
H -0.803 -1.458 2.213
H -0.960 -1.138 0.480
H -1.720 1.230 2.006
H -2.680 -0.141 2.543
H -2.667 0.348 0.820
C 3.614 -3.231 -2.313
C 2.747 -4.390 -1.835
C 1.887 -5.003 -2.948
O 0.748 -4.243 -3.299
C 0.976 -3.177 -4.201
N 1.938 -3.952 -0.695
H 3.033 -2.324 -2.469
H 4.363 -2.984 -1.568
H 4.126 -3.488 -3.245
H 3.412 -5.187 -1.483
H 1.494 -5.963 -2.599
H 2.499 -5.201 -3.840
H 1.743 -3.440 -4.937
H 1.273 -2.260 -3.687
H 0.037 -2.989 -4.724
H 1.419 -4.743 -0.322
H 1.226 -3.323 -1.063
C -6.501 4.946 0.505
C -5.151 4.237 0.469
C -5.190 2.866 -0.220
O -5.751 1.830 0.563
C -7.159 1.737 0.538
N -4.613 4.171 1.828
H -7.169 4.502 1.243
H -6.364 5.992 0.781
H -6.994 4.912 -0.470
H -4.469 4.856 -0.121
H -4.160 2.558 -0.416
H -5.703 2.928 -1.190
H -7.558 1.995 -0.448
H -7.629 2.377 1.291
H -7.420 0.703 0.763
H -3.664 3.809 1.801
H -5.141 3.471 2.342

Cartesian forces (eV/Å) of the 2 atoms listed first:
C 0.04 0.05 0.04
C -0.08 0.08 0.01

Charges computed using Löwdin, reported in e: -0.101 -0.216 -0.282 -0.186 -0.787 0.811 0.208 -0.326 -0.219 -0.196 -0.591 0.094 -0.021 -0.251 -0.056 0.055 0.050 0.063 0.096 0.099 0.074 0.112 0.061 -0.113 0.051 0.045 0.058 0.112 0.119 0.057 0.068 0.064 -0.052 -0.418 -0.216 -0.192 -0.105 0.060 0.056 0.070 0.078 0.133 0.117 0.115 0.087 0.076 0.083 0.081 0.078 -0.075 -0.434 -0.205 -0.190 -0.115 0.045 0.061 0.073 0.075 0.137 0.121 0.118 0.088 0.073 0.085 0.071 0.069

# 2
C13H39NO6 | wB97M-V/def2-TZVPD

Computed properties:
HOMO-LUMO gap = 10.253 eV
ΔE to the lowest compared entry with this formula, charge and spin = 0.0947 eV
SMILES string = COC[C@H](C)N.CC(C)O.CC(C)O.CC(C)O.O.O
Energy = -1024.78231 Ha
Spin multiplicity = 1

Geometry (Å):
C -4.273 3.120 6.794
O -4.725 2.410 5.698
C -4.090 2.652 4.457
C -4.533 1.862 3.226
C -4.143 0.376 3.372
N -4.030 2.381 1.987
H -3.257 2.850 7.080
H -4.935 2.732 7.569
H -4.517 4.164 6.598
H -4.119 3.717 4.227
H -3.027 2.523 4.662
H -5.620 1.915 3.174
H -3.130 0.296 3.767
H -4.232 -0.078 2.385
H -4.807 0.013 4.156
H -4.162 3.375 1.864
H -3.024 2.465 1.946
C 4.456 5.665 -1.030
C 3.551 4.474 -0.620
C 3.456 4.253 0.934
O 2.236 4.666 -1.106
H 5.457 5.768 -0.613
H 4.023 6.657 -0.903
H 4.559 5.573 -2.111
H 3.942 3.545 -1.037
H 3.073 5.158 1.406
H 4.448 4.062 1.343
H 2.667 3.577 1.264
H 2.190 4.926 -2.028
C 1.944 -4.601 0.543
C 3.217 -3.842 0.327
C 3.574 -3.218 1.596
O 4.230 -4.785 -0.011
H 1.251 -4.024 1.156
H 2.097 -5.537 1.080
H 1.368 -4.831 -0.353
H 3.227 -2.996 -0.360
H 3.857 -3.923 2.377
H 2.725 -2.672 2.008
H 4.372 -2.480 1.515
H 5.024 -4.344 0.301
C -3.598 -1.158 -4.740
C -4.988 -1.472 -5.252
C -5.943 -1.620 -4.109
O -5.405 -0.355 -5.985
H -2.705 -1.323 -5.344
H -3.339 -1.763 -3.871
H -3.635 -0.156 -4.314
H -5.037 -2.389 -5.839
H -6.864 -1.769 -4.673
H -6.001 -0.857 -3.333
H -5.646 -2.492 -3.527
H -4.813 0.322 -5.650
O 4.780 -7.227 -5.197
H 4.460 -7.026 -4.317
H 5.733 -7.242 -5.109
O 10.785 -3.449 -2.268
H 10.988 -4.308 -1.898
H 10.908 -3.559 -3.211

Cartesian forces (eV/Å) of the 2 atoms listed first:
C -1.02 -0.38 0.18
O -1.06 -1.72 -1.97

Charges computed using Löwdin, reported in e: -0.124 -0.198 -0.219 -0.448 -0.051 0.029 0.090 0.091 0.092 0.114 0.118 0.139 0.073 0.076 0.077 0.068 0.073 -0.060 -0.468 -0.051 -0.059 0.074 0.076 0.067 0.122 0.070 0.074 0.070 0.086 -0.059 -0.524 -0.103 -0.044 0.075 0.091 0.078 0.140 0.097 0.085 0.086 0.077 -0.065 -0.524 -0.073 -0.044 0.082 0.077 0.084 0.141 0.086 0.087 0.078 0.072 -0.054 0.028 0.027 -0.055 0.027 0.028

# 3
C13H3AuCl7O3 | wB97M-V/def2-TZVPD

Computed properties:
HOMO-LUMO gap (alpha / beta) = 7.686 / 4.550 eV
Charge = +1
ΔE to the lowest compared entry with this formula, charge and spin = 0.0000 eV
Energy = -4079.62144 Ha
Spin multiplicity = 3

Geometry (Å):
Au -0.589 0.428 -0.002
Cl 5.397 4.678 0.002
C 4.188 3.444 0.001
C 4.587 2.094 0.000
C 3.666 1.086 -0.001
Cl 4.182 -0.558 -0.003
C 2.270 1.354 -0.001
O 1.469 0.333 -0.002
C 1.886 2.724 0.000
C 0.544 3.161 0.001
O -0.518 2.492 0.000
C 2.867 3.754 0.001
H 5.640 1.846 -0.001
H 0.390 4.244 0.002
H 2.551 4.789 0.002
Cl -5.870 -4.465 0.000
C -4.395 -3.660 0.000
C -4.387 -2.227 -0.001
Cl -5.858 -1.373 -0.002
C -3.196 -1.568 -0.001
Cl -3.149 0.159 -0.002
C -1.938 -2.275 0.000
O -0.824 -1.705 0.000
C -1.984 -3.728 0.001
Cl -0.506 -4.537 0.002
C -3.190 -4.393 0.001
Cl -3.234 -6.096 0.002

Cartesian forces (eV/Å) of the 2 atoms listed first:
Au 0.18 0.10 0.00
Cl -0.02 -0.03 0.00

Charges computed using Löwdin, reported in e: 1.055 0.714 -0.658 -0.081 -0.575 0.755 -0.340 -0.175 -0.126 -0.138 -0.129 -0.050 0.120 0.150 0.123 0.825 -0.659 -0.688 0.783 -0.551 0.809 -0.404 -0.100 -0.590 0.857 -0.697 0.772

Question: What is the spin multiplicity in the first record?
Answer: 1

Copy entry 1 word for word.
C13H39B2N2O8P2 | wB97M-V/def2-TZVPD

Computed properties:
HOMO-LUMO gap = 6.417 eV
Charge = -1
Energy = -1962.75721 Ha
Spin multiplicity = 1

Geometry (Å):
C 5.123 -2.082 1.814
C 4.873 -0.589 2.047
C 4.619 0.231 0.768
O 3.874 -0.431 -0.222
B 2.443 -0.039 -0.287
P 2.235 1.860 -0.836
P 1.742 2.971 0.941
O 2.274 2.415 2.196
O 2.265 4.479 0.674
O 0.173 3.315 1.025
B 1.498 -0.537 1.053
O 1.776 -1.771 1.665
O 0.332 0.114 1.501
C -0.856 -0.662 1.463
C -2.069 0.237 1.724
H 6.156 -2.360 2.041
H 4.920 -2.336 0.778
H 4.449 -2.685 2.422
H 5.741 -0.138 2.541
H 4.031 -0.455 2.727
H 4.135 1.162 1.087
H 5.590 0.518 0.333
H 1.925 -0.649 -1.237
H 0.980 1.884 -1.470
H 3.207 4.414 0.470
H -0.154 2.732 1.727
H 1.650 -2.431 0.961
H -0.803 -1.458 2.213
H -0.960 -1.138 0.480
H -1.720 1.230 2.006
H -2.680 -0.141 2.543
H -2.667 0.348 0.820
C 3.614 -3.231 -2.313
C 2.747 -4.390 -1.835
C 1.887 -5.003 -2.948
O 0.748 -4.243 -3.299
C 0.976 -3.177 -4.201
N 1.938 -3.952 -0.695
H 3.033 -2.324 -2.469
H 4.363 -2.984 -1.568
H 4.126 -3.488 -3.245
H 3.412 -5.187 -1.483
H 1.494 -5.963 -2.599
H 2.499 -5.201 -3.840
H 1.743 -3.440 -4.937
H 1.273 -2.260 -3.687
H 0.037 -2.989 -4.724
H 1.419 -4.743 -0.322
H 1.226 -3.323 -1.063
C -6.501 4.946 0.505
C -5.151 4.237 0.469
C -5.190 2.866 -0.220
O -5.751 1.830 0.563
C -7.159 1.737 0.538
N -4.613 4.171 1.828
H -7.169 4.502 1.243
H -6.364 5.992 0.781
H -6.994 4.912 -0.470
H -4.469 4.856 -0.121
H -4.160 2.558 -0.416
H -5.703 2.928 -1.190
H -7.558 1.995 -0.448
H -7.629 2.377 1.291
H -7.420 0.703 0.763
H -3.664 3.809 1.801
H -5.141 3.471 2.342

Cartesian forces (eV/Å) of the 2 atoms listed first:
C 0.04 0.05 0.04
C -0.08 0.08 0.01

Charges computed using Löwdin, reported in e: -0.101 -0.216 -0.282 -0.186 -0.787 0.811 0.208 -0.326 -0.219 -0.196 -0.591 0.094 -0.021 -0.251 -0.056 0.055 0.050 0.063 0.096 0.099 0.074 0.112 0.061 -0.113 0.051 0.045 0.058 0.112 0.119 0.057 0.068 0.064 -0.052 -0.418 -0.216 -0.192 -0.105 0.060 0.056 0.070 0.078 0.133 0.117 0.115 0.087 0.076 0.083 0.081 0.078 -0.075 -0.434 -0.205 -0.190 -0.115 0.045 0.061 0.073 0.075 0.137 0.121 0.118 0.088 0.073 0.085 0.071 0.069